1.
ORCA calculation (ωB97M-V with the def2-TZVPD basis set) on a structure of composition C29H31BNO2SSbTi.

Properties
HOMO energy (alpha / beta) in eV: -11.0 / -11.3
Charge: +1
LUMO level (alpha / beta) in eV: -3.3 / -3.1
Spin multiplicity: 2

Cartesian coordinates (Å):
Ti 0.26 -0.32 1.37
S -0.24 1.87 2.16
C -0.35 2.08 0.42
C -0.82 3.21 -0.25
C -0.79 3.21 -1.63
C -0.31 2.10 -2.33
C 0.11 1.01 -1.61
N 0.09 1.01 -0.27
H -1.18 4.06 0.32
H -1.14 4.08 -2.17
H -0.28 2.10 -3.41
H 0.49 0.11 -2.08
C 5.73 -5.46 0.88
C 5.21 -5.19 -0.37
C 4.38 -4.09 -0.56
C 4.07 -3.26 0.50
C 4.60 -3.53 1.77
C 5.42 -4.63 1.95
Sb 2.85 -1.57 0.18
C 1.84 -1.84 2.12
C 1.14 -3.05 2.27
C 0.49 -3.34 3.46
C 0.51 -2.42 4.51
C 1.19 -1.23 4.38
C 1.85 -0.93 3.18
C 4.16 -0.03 0.82
C 3.66 1.25 1.00
C 4.50 2.28 1.42
C 5.84 2.03 1.63
C 6.36 0.76 1.43
C 5.52 -0.28 1.02
H 6.37 -6.31 1.03
H 5.45 -5.84 -1.21
H 3.99 -3.90 -1.55
H 4.37 -2.89 2.61
H 5.83 -4.83 2.93
H 1.10 -3.77 1.46
H -0.05 -4.27 3.56
H -0.01 -2.65 5.43
H 1.21 -0.51 5.19
H 2.42 -0.01 3.10
H 2.62 1.48 0.82
H 4.10 3.27 1.57
H 6.50 2.83 1.95
H 7.41 0.56 1.58
H 5.94 -1.26 0.88
C -5.27 -0.88 0.78
C -4.08 -1.01 1.70
C -4.27 -0.17 2.95
O -2.90 -0.47 1.02
B -1.83 -1.21 1.44
O -2.18 -2.34 2.13
C -3.64 -2.47 2.00
C -4.18 -3.04 3.30
C -3.89 -3.43 0.85
H -5.49 0.18 0.61
H -6.15 -1.34 1.22
H -5.08 -1.34 -0.19
H -4.31 0.88 2.66
H -3.44 -0.29 3.65
H -5.20 -0.42 3.46
H -3.84 -2.47 4.16
H -3.86 -4.07 3.41
H -5.27 -3.02 3.29
H -3.52 -3.02 -0.09
H -4.95 -3.65 0.73
H -3.37 -4.37 1.05

---

2.
ORCA calculation (ωB97M-V with the def2-TZVPD basis set) on a structure of composition C27H24N4O2PPdS4Sb.

Properties
HOMO energy (alpha / beta) in eV: -1.8 / -1.8
Charge: -2
LUMO level (alpha / beta) in eV: 4.0 / 4.0
Spin multiplicity: 3

Cartesian coordinates (Å):
Pd -0.52 0.93 -1.13
C -4.17 -0.86 -1.51
C -3.19 -1.06 -2.66
C -2.91 0.26 -3.38
C -1.91 -1.78 -2.22
C -2.15 -3.22 -1.77
O -1.81 -3.22 -0.37
C -1.26 -2.01 -0.09
N -1.26 -1.17 -1.04
C -0.71 -1.90 1.28
C -0.97 -3.01 2.10
C -0.48 -3.10 3.38
C 0.31 -2.08 3.89
C 0.57 -0.98 3.10
C 0.07 -0.85 1.80
P 0.57 0.71 0.92
C 0.46 1.98 2.20
C -0.43 1.90 3.28
C -0.51 2.94 4.19
C 0.26 4.08 4.02
C 1.12 4.18 2.93
C 1.22 3.14 2.03
C 2.36 0.40 0.78
C 3.30 0.67 1.77
C 4.64 0.35 1.56
C 5.04 -0.23 0.37
C 4.11 -0.49 -0.63
C 2.78 -0.17 -0.42
H -5.12 -0.48 -1.88
H -3.78 -0.13 -0.80
H -4.38 -1.80 -0.98
H -3.63 -1.74 -3.40
H -2.48 1.03 -2.72
H -3.84 0.70 -3.74
H -2.23 0.12 -4.22
H -1.19 -1.75 -3.03
H -1.50 -3.93 -2.27
H -3.19 -3.54 -1.86
H -1.57 -3.82 1.71
H -0.71 -3.98 3.98
H 0.72 -2.13 4.89
H 1.17 -0.18 3.50
H -1.08 1.04 3.38
H -1.22 2.88 5.00
H 0.16 4.91 4.71
H 1.67 5.09 2.76
H 1.84 3.24 1.15
H 3.00 1.15 2.69
H 5.36 0.57 2.34
H 6.09 -0.47 0.21
H 4.42 -0.91 -1.57
H 2.06 -0.33 -1.21
S -1.71 5.56 1.08
Sb -1.83 3.96 -0.55
S 0.31 3.27 -1.32
S -2.33 1.80 0.38
S -3.25 4.20 -2.33
O 0.54 -0.28 -3.03
N 1.67 -0.19 -3.57
C 2.05 -1.23 -4.32
C 1.22 -2.38 -4.46
N 0.53 -3.29 -4.57
C 3.33 -1.19 -4.91
N 4.37 -1.19 -5.41

---

3.
ORCA calculation (ωB97M-V with the def2-TZVPD basis set) on a structure of composition C12H17CeCl2F3O4 in a non-equilibrium geometry.

Properties
HOMO energy (alpha / beta) in eV: 0.7 / 0.7
Charge: -2
LUMO level (alpha / beta) in eV: 4.3 / 4.3

Cartesian coordinates (Å):
C 1.79 -1.39 0.87
C 2.32 -0.08 0.87
C 2.08 0.51 -0.42
C 2.99 0.57 2.02
C 1.54 -0.49 -1.25
C 1.33 -1.66 -0.45
C 0.57 -2.85 -0.85
C 1.64 -2.26 2.06
C 2.49 1.87 -0.80
C 1.33 -0.40 -2.70
Ce -2.43 -0.03 0.65
Cl -0.40 1.30 1.82
Cl -2.42 -1.70 2.63
O -1.46 -0.06 -1.18
H 2.51 0.24 2.95
H 2.94 1.66 1.94
H 4.05 0.27 2.07
H 2.16 2.65 -0.10
H 2.15 2.14 -1.81
H 3.59 1.91 -0.82
H 1.21 0.61 -3.06
H 0.53 -1.06 -3.03
H 2.25 -0.79 -3.15
H -0.03 -2.66 -1.75
H -0.12 -3.16 -0.05
H 1.24 -3.68 -1.08
H 1.25 -1.64 2.88
H 2.55 -2.78 2.43
H 0.88 -3.03 1.86
H -1.75 -0.27 -2.14
O -2.70 -2.54 -0.41
H -2.91 -3.56 -0.28
F -4.05 4.66 -0.62
C -4.84 3.71 -0.05
F -5.31 4.17 1.14
F -5.92 3.53 -0.87
C -3.92 2.43 0.16
O -2.81 2.52 -0.35
O -4.30 1.36 0.84

---

4.
ORCA calculation (ωB97M-V with the def2-TZVPD basis set) on a structure of composition C13H41CdN2O9 in a non-equilibrium geometry.

Properties
HOMO energy in eV: -10.0
Charge: +1
LUMO level in eV: -8.2

Cartesian coordinates (Å):
Cd -13.84 -9.36 9.83
C -9.90 -8.91 11.35
O -11.14 -9.62 11.36
H -10.08 -7.88 11.06
H -9.32 -8.89 12.27
H -9.17 -9.33 10.66
C -4.40 -1.00 7.54
O -3.71 -2.12 7.96
C -2.41 -2.38 7.39
C -1.76 -3.59 8.08
N -2.64 -4.76 7.78
C -2.24 -6.01 8.42
C -3.19 -7.15 7.84
O -3.23 -8.39 8.57
C -4.35 -9.15 8.28
H -3.90 -0.12 7.94
H -5.41 -0.92 7.94
H -4.40 -1.03 6.45
H -1.66 -1.59 7.48
H -2.55 -2.53 6.32
H -1.76 -3.52 9.17
H -0.71 -3.70 7.79
H -3.54 -4.58 8.20
H -2.34 -6.02 9.51
H -1.19 -6.29 8.42
H -2.92 -7.39 6.81
H -4.16 -6.64 7.81
H -4.23 -9.61 7.30
H -5.27 -8.57 8.34
H -4.59 -9.98 8.94
C -7.30 -9.89 17.15
O -6.81 -10.82 18.09
C -6.89 -12.17 17.70
C -6.09 -13.11 18.71
N -6.38 -12.71 20.06
C -6.19 -13.74 21.04
C -6.85 -13.46 22.33
O -6.65 -14.56 23.20
C -7.28 -14.33 24.45
H -7.16 -10.26 16.13
H -6.86 -8.92 17.38
H -8.35 -9.76 17.40
H -6.44 -12.29 16.72
H -7.96 -12.39 17.73
H -5.02 -13.05 18.51
H -6.47 -14.11 18.51
H -7.36 -12.48 20.10
H -5.13 -13.91 21.21
H -6.68 -14.60 20.59
H -7.94 -13.44 22.32
H -6.41 -12.61 22.85
H -7.22 -15.22 25.08
H -8.36 -14.26 24.30
H -6.91 -13.51 25.08
O -12.38 -12.40 13.89
H -11.56 -12.52 14.37
H -12.18 -11.75 13.22
O -15.09 -8.67 12.50
H -15.10 -9.38 13.14
H -15.43 -7.91 12.98
O -12.82 -7.18 8.23
H -13.31 -7.03 7.42
H -12.31 -6.38 8.36
O -9.52 -4.18 8.99
H -9.92 -3.88 9.81
H -8.67 -4.53 9.25

---

5.
ORCA calculation (ωB97M-V with the def2-TZVPD basis set) on a structure of composition C25H49BeNO2SSi2 in a non-equilibrium geometry.

Properties
HOMO energy in eV: -8.2
LUMO level in eV: -0.2

Cartesian coordinates (Å):
O 1.85 0.75 -2.53
O 0.45 -1.43 -3.01
C 1.87 2.18 -2.49
C 2.37 2.83 -1.21
H 0.83 2.47 -2.70
H 2.48 2.53 -3.34
H 2.01 2.33 -0.30
H 2.02 3.86 -1.19
H 3.46 2.87 -1.20
C 2.90 0.04 -1.85
C 3.73 -0.78 -2.80
H 2.41 -0.62 -1.11
H 3.53 0.75 -1.28
H 3.14 -1.60 -3.22
H 4.58 -1.21 -2.25
H 4.13 -0.16 -3.61
C 0.38 -2.85 -2.96
C 0.15 -0.90 -4.31
C 1.05 -3.32 -1.69
H 0.88 -3.27 -3.85
H -0.68 -3.18 -2.99
H 2.11 -3.04 -1.70
H 0.99 -4.41 -1.64
H 0.58 -2.90 -0.80
C 1.33 -0.93 -5.24
H -0.18 0.14 -4.15
H -0.69 -1.46 -4.74
H 2.15 -0.32 -4.84
H 1.03 -0.52 -6.20
H 1.68 -1.95 -5.41
H 0.36 -0.14 -1.65
Be -0.60 0.16 1.81
C -0.43 -0.04 -0.77
Si -2.15 0.12 -1.61
H -0.35 -0.97 -0.19
H -0.14 0.84 -0.17
C -2.08 1.63 -2.71
C -3.62 0.35 -0.45
C -2.71 -1.44 -2.51
C -1.96 1.09 2.16
Si -1.99 1.83 3.89
H -2.89 0.50 2.02
H -2.05 1.95 1.47
C -3.78 2.17 4.40
C -1.03 3.45 3.95
C -1.20 0.64 5.11
H -3.81 -1.46 -2.47
H -2.35 -2.36 -2.02
H -2.42 -1.48 -3.56
H -1.96 2.54 -2.10
H -3.02 1.72 -3.28
H -1.26 1.61 -3.44
H -3.66 1.37 -0.05
H -3.58 -0.36 0.39
H -4.54 0.15 -1.02
H -1.10 3.96 2.98
H 0.03 3.29 4.17
H -1.44 4.12 4.71
H -0.11 0.67 5.07
H -1.51 -0.40 4.92
H -1.51 0.89 6.14
H -3.84 2.77 5.32
H -4.32 1.23 4.58
H -4.31 2.71 3.60
S 3.14 0.39 3.55
C 2.91 1.98 2.94
C 1.71 2.12 2.23
C 1.00 0.90 2.13
C 1.66 -0.12 2.78
C 1.05 -1.43 2.79
C 1.60 -2.60 3.31
C 0.93 -3.80 3.15
C -0.32 -3.79 2.51
C -0.88 -2.59 2.08
N -0.19 -1.43 2.19
H 3.64 2.76 3.13
H 1.36 3.07 1.82
H 2.56 -2.52 3.81
H 1.37 -4.73 3.50
H -0.87 -4.72 2.35
H -1.87 -2.53 1.63

---

6.
ORCA calculation (ωB97M-V with the def2-TZVPD basis set) on a cluster of 13 separate species, C6H37NO12 in total in a non-equilibrium geometry.

Properties
HOMO energy in eV: -8.7
LUMO level in eV: 0.3

Cartesian coordinates (Å):
C -3.80 1.04 -0.63
C -3.45 0.63 0.81
C -2.24 -0.25 0.96
C -1.03 0.27 1.22
N 0.18 -0.40 1.42
C 0.06 -1.66 2.18
C 1.38 -1.91 2.97
H -3.96 2.11 -0.62
H -4.70 0.52 -1.00
H -3.09 0.66 -1.38
H -3.36 1.54 1.42
H -4.26 0.17 1.39
H -2.43 -1.31 1.16
H -0.88 1.26 0.81
H 0.77 0.14 2.06
H -0.06 -2.54 1.55
H -0.72 -1.71 2.95
H 1.52 -1.01 3.58
H 1.22 -2.79 3.57
H 2.27 -2.00 2.36
H 0.39 -2.50 -1.96
H 1.48 -3.39 -2.55
O 0.85 -3.36 -1.82
H 3.37 1.19 -1.63
H 3.01 0.15 -0.63
O 3.63 0.29 -1.36
H -0.59 -4.75 -1.02
H -0.27 -4.49 0.47
O -0.97 -4.77 -0.12
H 2.07 -1.09 -2.43
H 3.10 -1.09 -3.64
O 2.36 -1.53 -3.22
H -2.71 -2.45 -0.75
H -1.49 -3.22 -1.05
O -2.17 -2.67 -1.52
H 2.18 3.89 -0.63
H 1.20 2.62 -0.94
O 2.10 2.94 -0.75
H -2.17 4.01 0.52
H -1.07 4.68 -0.25
O -1.26 4.31 0.63
H 4.09 1.10 2.13
H 3.45 1.99 1.11
O 3.37 1.73 2.04
H 1.84 2.39 2.84
H 0.36 2.90 3.34
O 0.98 2.17 3.23
H 0.18 -0.68 -0.91
H -1.19 -1.35 -1.51
O -0.37 -0.81 -1.70
H 0.48 0.70 -3.86
H 1.41 0.62 -2.59
O 1.00 1.20 -3.22
H -0.71 1.77 -1.75
H -0.82 2.27 -0.19
O -0.51 2.45 -1.09

---

7.
ORCA calculation (ωB97M-V with the def2-TZVPD basis set) on an isolated molecule of C4H8N2 in a non-equilibrium geometry.

Properties
HOMO energy in eV: -8.4
LUMO level in eV: 1.0
SMILES: C/C=N/N1CC1

Cartesian coordinates (Å):
C -2.55 -0.02 -0.05
C -1.04 0.36 0.14
N -0.42 -0.14 1.10
N 1.13 -0.11 0.81
C 2.03 0.72 0.06
C 1.96 -0.72 -0.30
H -3.19 0.69 -0.40
H -2.69 -1.04 -0.63
H -2.93 -0.62 0.87
H -0.50 0.77 -0.86
H 1.60 1.58 -0.53
H 2.79 0.97 0.77
H 2.66 -1.50 0.10
H 1.16 -0.92 -1.08

---

8.
ORCA calculation (ωB97M-V with the def2-TZVPD basis set) on a cluster of 3 separate species, CH9N3O2 in total in a non-equilibrium geometry.

Properties
HOMO energy in eV: -8.4
LUMO level in eV: 0.3
SMILES: N=C(N)N.O.O

Cartesian coordinates (Å):
N -1.39 -2.38 1.45
C -0.63 -1.56 0.81
N -1.15 -0.29 0.39
N 0.70 -1.82 0.69
H -2.05 -1.93 2.08
H -1.94 -0.03 0.97
H -0.40 0.38 0.55
H 1.34 -1.05 0.82
H 0.85 -2.80 0.62
O -1.41 1.97 -1.73
H -1.92 2.02 -2.54
H -0.73 1.45 -2.17
O 3.00 1.79 -0.98
H 2.96 1.52 -0.06
H 2.77 2.73 -0.90

---

9.
ORCA calculation (ωB97M-V with the def2-TZVPD basis set) on a structure of composition C23H23MoPSb in a non-equilibrium geometry.

Properties
HOMO energy (alpha / beta) in eV: -11.1 / -10.3
Charge: +1
LUMO level (alpha / beta) in eV: -4.1 / -3.8
Spin multiplicity: 3

Cartesian coordinates (Å):
C -3.61 0.95 -2.19
C -3.64 2.34 -1.75
C -3.42 2.42 -0.36
C -3.21 1.12 0.15
C -3.26 0.14 -0.93
Mo -1.45 0.69 -1.94
P -1.15 -0.31 -4.05
H -4.04 0.56 -3.12
H -3.91 3.17 -2.40
H -3.58 3.32 0.23
H -3.43 -0.94 -0.83
H -3.12 0.85 1.20
H 0.12 -0.08 -4.69
H -1.98 0.18 -5.12
H -1.29 -1.73 -4.27
C 4.38 -1.97 -1.78
C 3.16 -2.65 -1.87
C 1.98 -2.08 -1.38
C 2.04 -0.82 -0.78
C 3.24 -0.11 -0.70
C 4.41 -0.69 -1.19
Sb 0.19 0.06 0.00
C -0.34 -1.62 1.32
C -1.54 -2.31 1.15
C -1.77 -3.48 1.89
C -0.81 -3.94 2.80
C 0.38 -3.22 2.98
C 0.61 -2.05 2.24
C 0.65 1.90 1.11
C 0.50 1.93 2.50
C 0.77 3.12 3.19
C 1.16 4.28 2.50
C 1.28 4.23 1.10
C 1.03 3.04 0.41
H 5.29 -2.42 -2.16
H 3.12 -3.65 -2.33
H 1.04 -2.62 -1.47
H 3.27 0.89 -0.25
H 5.36 -0.15 -1.12
H -2.31 -1.96 0.45
H -2.71 -4.03 1.75
H -0.99 -4.85 3.37
H 1.13 -3.57 3.69
H 1.54 -1.50 2.38
H 0.19 1.04 3.05
H 0.67 3.15 4.28
H 1.36 5.20 3.04
H 1.59 5.13 0.55
H 1.13 3.03 -0.68

---

10.
ORCA calculation (ωB97M-V with the def2-TZVPD basis set) on an isolated molecule of CH3N5O in a non-equilibrium geometry.

Properties
HOMO energy in eV: -11.6
LUMO level in eV: 0.7
SMILES: COn1nnnn1

Cartesian coordinates (Å):
C 0.56 1.11 1.14
O -0.69 0.88 0.50
N -0.59 -0.22 -0.42
N -0.21 -0.14 -1.71
N -0.22 -1.34 -2.16
N -0.58 -2.14 -1.21
N -0.74 -1.46 -0.10
H 1.32 0.85 0.32
H 0.70 0.41 1.95
H 0.45 2.05 1.70

---

11.
ORCA calculation (ωB97M-V with the def2-TZVPD basis set) on a structure of composition C10H12N7O4RuS2 in a non-equilibrium geometry.

Properties
HOMO energy (alpha / beta) in eV: -7.3 / -8.4
LUMO level (alpha / beta) in eV: -0.4 / -1.6
Spin multiplicity: 6

Cartesian coordinates (Å):
Ru 0.64 -4.57 15.64
N 1.48 -0.26 14.60
C 1.56 -1.60 14.87
S 0.46 -2.12 16.20
N 2.43 -2.39 14.22
N 2.00 -3.74 14.45
C 3.08 -4.69 14.58
C 3.41 -5.68 13.41
C 4.66 -5.96 12.95
C 4.70 -6.96 11.96
C 3.49 -7.61 11.49
C 2.29 -7.21 12.06
N 2.31 -6.29 12.97
H 1.33 0.28 15.43
H 1.99 0.12 13.85
H 4.00 -4.21 15.02
H 5.50 -5.33 13.27
H 5.66 -7.15 11.49
H 3.71 -8.30 10.72
H 1.29 -7.57 11.80
O -1.98 -4.75 18.11
C -1.00 -5.42 18.07
O -0.29 -5.74 17.01
C -0.25 -5.71 19.36
O -0.10 -6.46 20.23
O 2.52 -5.51 15.52
N -3.31 -5.14 15.51
N -3.07 -4.07 14.67
C -2.24 -3.95 13.63
N -2.74 -3.35 12.56
S -0.67 -4.55 13.52
H -3.41 -6.07 15.03
H -2.69 -5.02 16.24
H -3.90 -3.50 14.60
H -3.63 -2.97 12.74
H -2.14 -2.96 11.87